10
Properties=species:S:1:pos:R:3:forces:R:3:lowdin_charge:R:1 method="wB97M-V/def2-TZVPD" homo_ev=-10.816 e_tot_ha=-375.62992 max_force_ha_per_bohr=0.03875 gap_ev=10.4
O -0.4344 0.3617 -2.2791 0.2 0.3 -0.6 -0.086
O 2.0276 0.8236 2.8367 -1.2 -0.5 -1.5 0.081
O 0.4415 -0.0446 1.6478 -0.2 -0.5 1.4 -0.031
N 1.5930 0.7688 1.7441 1.2 0.7 0.6 -0.017
N -1.0829 -0.7965 0.1152 -0.5 -0.3 -0.2 0.125
C -0.0760 -0.1152 0.3869 0.5 0.4 0.1 -0.295
H -0.3669 0.0345 -3.1802 -0.1 0.0 0.1 0.041
H 0.4524 0.4663 -0.3592 0.1 0.0 0.0 0.109
H -1.4941 -1.2919 0.9031 0.1 0.1 0.1 0.078
H -1.0602 -0.2068 -1.8154 -0.1 -0.2 0.1 -0.003

65
Properties=species:S:1:pos:R:3:forces:R:3:mulliken_spin:R:1 method="wB97M-V/def2-TZVPD" homo_ev="-13.746 / -13.967" spin_multiplicity=5 e_tot_ha=-2637.65093 max_force_ha_per_bohr=0.09361 gap_ev="7.1 / 5.6" charge=+2 s2=6.02
Ru -1.6547 -0.0675 -0.3583 3.1 -2.8 -2.4 3.177
S 1.9059 -0.6333 -1.8302 0.1 0.3 0.3 0.015
S -0.2008 -0.0664 1.6242 1.2 -0.1 2.4 0.444
P -1.1782 3.2326 0.1160 -0.8 -1.5 0.6 0.004
P -2.2127 -2.4968 -0.1113 1.1 0.5 1.2 0.011
O 2.0828 0.6124 -2.5386 -0.6 -0.8 0.5 0.004
O 1.8073 -1.8769 -2.5340 -0.5 0.7 0.3 0.005
N 0.6048 -0.4227 -0.6522 0.7 0.0 -1.1 0.096
C -4.9528 -0.7792 -1.8623 -1.1 -0.8 0.4 0.028
C 5.2379 -1.2298 0.4071 -0.5 0.0 0.1 0.005
C -1.2546 3.6899 1.8546 0.1 0.9 0.3 0.008
C -5.4727 -0.9249 -0.6184 -0.9 -0.5 -1.1 -0.041
C -4.8296 1.9904 -0.3073 -0.7 1.5 -0.5 0.073
C 4.4426 -1.0082 -0.7236 -0.2 -0.1 0.0 -0.002
C -5.6176 0.0131 -2.9563 0.4 0.8 -0.3 -0.024
C -4.7733 1.9530 -1.6506 -0.9 0.8 0.2 0.021
C 0.5160 3.0223 -0.3879 0.3 -0.2 0.0 0.023
C -5.9026 1.4651 -2.5119 -0.1 -0.7 -0.5 0.011
C -2.5603 -3.3909 1.4421 0.3 -0.9 0.3 0.001
C -2.0620 4.1494 -1.1554 0.2 0.5 0.1 0.011
C -6.4278 0.0194 0.0696 -0.8 -0.1 0.2 0.004
C 1.0811 -0.4710 0.5827 -1.1 0.4 -1.2 0.023
C -3.0460 -3.4780 -1.3887 -0.7 0.1 -0.4 -0.001
C 2.5052 -0.7453 0.7337 0.6 0.0 -0.1 -0.048
C 3.2996 -0.9447 1.8763 -0.6 -0.1 -0.7 0.003
C -2.1490 1.7017 0.2048 -0.1 1.7 0.6 0.261
C -5.8237 1.3394 0.6043 -0.3 -0.1 -0.2 -0.003
C -2.9104 -1.0035 0.7716 -1.8 -0.9 0.8 0.018
C 4.6499 -1.2460 1.6820 0.0 0.3 0.0 0.002
C 3.0863 -0.7979 -0.5365 0.7 -0.1 0.5 0.001
H -4.9661 0.0443 -3.8484 -0.3 -0.1 0.4 -0.003
H -3.9971 -0.9076 0.6730 0.5 0.7 0.1 -0.013
H -0.9508 2.8317 2.4760 0.1 0.2 -0.5 -0.003
H 0.9711 4.0083 -0.4960 0.1 0.0 0.1 0.001
H -4.1395 -3.3686 -1.3060 0.4 -0.3 -0.2 0.006
H -1.9228 -4.2727 1.5532 -0.3 0.0 0.0 0.002
H -4.2576 2.7694 0.2040 0.3 -0.6 -0.1 -0.024
H -3.6151 -3.6556 1.2641 0.3 -0.3 0.5 0.002
H -2.4955 -2.7487 2.3367 0.1 -0.7 -0.5 -0.002
H -5.3477 1.1589 1.5888 -0.1 0.1 -0.4 0.001
H -0.6067 4.5467 2.0972 -0.3 -0.3 -0.1 0.001
H -7.3053 0.2429 -0.5575 0.3 -0.1 0.1 0.000
H 1.0633 2.4114 0.3372 -0.1 0.3 0.0 0.000
H -3.0006 4.5621 -0.7525 0.4 0.0 -0.2 -0.001
H -2.2865 3.9266 2.1383 0.1 0.1 -0.2 -0.002
H -1.4134 4.9327 -1.5806 -0.4 -0.2 0.2 0.001
H -2.8160 1.5478 -0.7046 0.1 0.5 0.7 -0.181
H -6.8297 -0.4879 0.9546 -0.1 0.0 -0.3 0.001
H 4.8342 -1.0226 -1.7346 0.2 0.0 0.2 0.000
H -6.8837 1.5268 -2.0139 0.6 0.1 -0.1 0.001
H -3.9621 2.4167 -2.2351 -0.4 0.1 0.6 -0.034
H -2.3108 3.4060 -1.9353 0.3 0.5 0.3 0.006
H -6.5639 -0.4707 -3.2665 0.5 0.0 0.2 -0.001
H -2.7419 -4.5285 -1.2350 -0.1 0.4 0.2 0.002
H -5.4994 -1.9293 -0.1561 1.1 0.6 0.1 -0.001
H 0.5920 2.5183 -1.3480 -0.1 0.0 -0.2 0.003
H -2.7063 -3.2156 -2.4034 -0.2 0.1 0.5 -0.002
H -6.6624 2.0366 0.8105 0.4 -0.3 0.0 0.001
H 5.2682 -1.4627 2.5426 0.0 0.1 0.0 0.000
H -5.9689 2.0687 -3.4277 0.0 0.1 0.4 0.000
H 2.8151 -0.8900 2.8519 0.4 -0.1 -0.1 -0.004
H -2.6862 1.5571 1.1649 0.2 0.6 -0.7 0.006
H 6.3099 -1.3951 0.2909 -0.4 0.0 0.1 0.000
H -2.5539 -1.0805 1.8252 -0.4 0.3 -1.1 0.057
H -4.1458 -1.4221 -2.2094 -0.5 -0.4 0.1 0.050

10
Properties=species:S:1:pos:R:3:forces:R:3:lowdin_charge:R:1 method="wB97M-V/def2-TZVPD" homo_ev=-8.301 e_tot_ha=-301.30522 max_force_ha_per_bohr=0.06389 gap_ev=8.9
O 0.2886 0.8115 -0.6505 0.1 0.2 -0.1 -0.023
N 2.2359 0.0082 0.1917 -1.0 -0.4 0.2 0.134
N -0.5906 -1.0078 0.7428 2.2 2.0 -1.4 0.124
C 0.9800 -0.0221 0.0919 -0.4 0.2 -0.2 -0.324
C -1.5925 -0.4673 0.2347 0.5 -0.3 0.3 -0.095
C -1.1292 0.6957 -0.6323 -0.3 0.0 0.0 -0.190
H 2.6546 -0.6949 0.7922 -0.2 0.0 0.0 0.046
H 0.1648 -1.5017 1.1337 -0.8 -1.6 1.2 0.088
H -1.4686 0.5482 -1.6609 0.0 0.0 0.1 0.120
H -1.5431 1.6302 -0.2434 0.0 -0.1 0.0 0.120

14
Properties=species:S:1:pos:R:3:forces:R:3:lowdin_charge:R:1 method="wB97M-V/def2-TZVPD" homo_ev=-9.925 e_tot_ha=-5491.53592 max_force_ha_per_bohr=0.11973 gap_ev=9.7
Br -0.1865 2.4708 -2.9449 -0.3 0.4 -0.2 0.613
Br -0.5625 -2.5268 2.3988 -0.1 -0.5 0.4 0.663
O 0.0588 1.2817 1.1439 -0.1 1.2 -2.8 -0.111
O -1.3225 -1.1882 0.1190 0.2 0.6 0.9 -0.079
O 1.3032 0.3068 -2.8902 3.7 -1.6 -4.7 -0.073
C 0.4712 0.8200 -2.1788 -2.4 1.9 2.4 -0.601
C 0.2411 -0.0547 1.5481 0.6 2.1 1.2 -0.352
C -1.0204 -0.8575 1.4453 0.2 -1.4 -0.8 -0.716
H 0.1680 1.3872 0.1147 -0.5 -0.7 2.8 0.081
H -1.9303 -0.5378 1.8594 -0.8 0.9 0.9 0.089
H 1.5806 0.6918 -3.8529 -1.0 -0.6 2.6 0.187
H 0.9196 -0.4699 0.8313 0.9 -0.9 0.0 0.098
H 0.7213 0.0659 2.5910 -1.0 -0.9 -1.6 0.146
H -0.4416 -1.3892 -0.1847 0.3 -0.4 -1.2 0.054

10
Properties=species:S:1:pos:R:3:forces:R:3:lowdin_charge:R:1 method="wB97M-V/def2-TZVPD" homo_ev=-9.781 e_tot_ha=-305.12122 max_force_ha_per_bohr=0.09475 gap_ev=10.1
O 1.0937 0.9597 0.3533 0.8 -0.7 -1.3 0.024
O 2.1420 -1.0001 -0.4787 -1.0 0.8 -0.3 0.151
C 1.1655 -0.3987 -0.1354 1.8 -1.1 3.5 -0.490
C -0.8900 0.1289 -0.5986 1.9 0.7 -2.7 -0.034
C -0.2867 0.8082 0.5668 -0.6 -1.0 0.6 -0.237
C -0.2303 -0.7593 0.3698 0.4 0.8 1.2 -0.084
H -0.7856 1.5822 1.1492 0.1 -0.7 0.2 0.154
H 0.3367 0.1873 -1.3859 -4.8 0.8 -0.4 0.240
H -0.5457 -1.6505 0.9133 0.0 0.5 -0.3 0.143
H -1.9997 0.1423 -0.7538 1.3 -0.1 -0.5 0.133

8
Properties=species:S:1:pos:R:3:forces:R:3:lowdin_charge:R:1 method="wB97M-V/def2-TZVPD" homo_ev=-11.006 e_tot_ha=-680.33135 max_force_ha_per_bohr=0.11350 gap_ev=9.3
S 0.5832 -0.2998 -0.1820 3.2 -1.0 -2.6 0.412
O -0.4931 -1.3707 -0.5823 -4.8 1.8 -0.3 -0.309
O 1.3279 -0.7929 0.9595 -0.9 0.4 -0.9 -0.297
O 1.3295 0.1645 -1.3382 -0.7 -0.7 1.2 -0.303
N -0.4699 0.8517 0.1811 1.0 3.1 4.6 -0.167
H 0.2072 1.7375 0.5402 -2.5 -2.8 -1.2 0.185
H -1.7582 -0.6337 -0.6811 5.2 -2.7 0.2 0.383
H -0.7265 0.3436 1.1029 -0.4 1.9 -1.0 0.097